108
Properties=species:S:1:pos:R:3:forces:R:3:mulliken_charge:R:1 method="wB97M-V/def2-TZVPD" de_lowest_kj_mol=0.00 charge=-1
C 1.238564 -0.057614 0.973596 0.0 0.1 -0.2 -1.16
C 1.325448 0.019580 -0.557931 0.0 0.0 0.2 -0.73
P 1.473392 1.791028 -1.126527 -0.4 0.4 0.8 -0.01
C 0.219974 1.991338 -2.496110 0.8 -0.4 -0.2 -0.87
C 0.679166 1.730465 -3.928827 -0.8 0.2 -0.1 -0.90
B 3.293955 2.181039 -1.775224 0.7 0.3 -0.2 0.30
C 3.622876 3.764724 -1.389253 -0.4 -0.6 -0.3 -1.09
C 3.341120 4.681732 -2.573805 0.1 0.3 0.4 -0.10
C 3.124792 6.149468 -2.191694 -0.2 -0.3 -0.3 -0.61
Cl 4.264324 7.274867 -3.021189 0.1 0.1 0.1 -0.27
C 4.376968 1.133567 -1.104368 -0.5 0.2 -0.5 -0.44
C 5.738571 1.261406 -1.668919 1.0 1.8 -1.1 0.41
O 6.274704 2.174693 -2.261439 -0.9 -2.0 1.3 -0.50
F 6.486509 0.103341 -1.474966 0.0 0.2 -0.1 -0.31
H 0.745339 -0.974520 1.291791 0.0 -0.2 0.2 0.38
H 0.688621 0.783868 1.372908 -0.3 0.2 0.1 0.34
H 2.227005 -0.008828 1.417303 0.2 -0.1 0.2 0.23
H 2.170697 -0.591276 -0.864140 0.1 -0.1 -0.3 0.34
H 0.433552 -0.455841 -0.957363 -0.2 0.1 -0.3 0.44
H -0.605564 1.328623 -2.257700 -0.3 0.0 0.1 0.48
H -0.142570 3.009480 -2.418939 -0.1 0.2 0.1 0.43
H 1.638428 2.173738 -4.149900 0.3 -0.1 0.1 0.18
H -0.042888 2.167364 -4.619016 -0.1 0.0 -0.2 0.24
H 0.677330 0.667562 -4.140210 0.4 -0.3 -0.1 0.30
H 3.388719 2.054924 -2.988674 0.0 -0.1 0.0 -0.25
H 2.983566 4.062347 -0.559015 -0.1 0.1 0.3 0.43
H 4.657180 3.883585 -1.076995 0.2 0.1 0.1 0.25
H 4.163742 4.620261 -3.274418 0.1 -0.1 -0.3 0.38
H 2.452699 4.336335 -3.092352 -0.2 -0.1 -0.2 0.01
H 3.210357 6.302345 -1.127393 0.3 0.1 0.2 0.36
H 2.139809 6.478279 -2.492705 -0.2 0.2 -0.1 0.34
H 4.439522 1.257556 -0.025043 0.1 0.0 0.3 0.35
H 4.057356 0.112411 -1.298813 0.1 -0.3 0.2 0.02
O -0.585852 1.614269 -7.442278 -0.2 0.0 0.2 -0.54
S -0.660774 2.757755 -8.297121 0.3 0.0 -0.3 1.22
O -1.195571 3.991304 -7.814318 -0.1 0.0 0.1 -0.63
O -1.434474 2.337853 -9.628603 0.1 0.1 -0.1 -0.32
C -2.739503 1.746343 -9.479510 -0.4 -0.2 0.1 -0.31
C -3.809051 2.753492 -9.104134 0.1 0.1 0.1 -1.03
C 0.913475 3.052632 -9.022620 0.0 0.0 -0.1 -0.87
H -2.685237 0.931773 -8.754913 0.1 0.1 0.0 0.28
H -2.958165 1.308466 -10.451407 0.1 0.0 -0.1 0.30
H -3.636013 3.168290 -8.113085 0.0 0.0 0.0 0.31
H -4.787382 2.271756 -9.106137 0.0 -0.1 -0.1 0.40
H -3.819322 3.581647 -9.812403 0.0 0.0 0.0 0.26
H 1.307887 2.118282 -9.412745 0.0 0.0 0.0 0.19
H 1.552791 3.434568 -8.229682 0.0 0.0 0.0 0.39
H 0.803288 3.794195 -9.808698 0.0 0.0 0.0 0.35
O -0.248597 2.594208 5.886712 0.0 0.1 -0.2 -0.67
S -0.297852 1.177400 5.707420 0.0 -0.3 0.3 1.08
O -0.010439 0.586274 4.439763 0.0 0.1 -0.1 -0.50
O -1.716580 0.653448 6.213140 0.0 -0.1 0.1 -0.12
C -2.899386 1.256549 5.645737 -0.5 0.1 -0.3 -0.39
C -3.166371 0.799387 4.224513 0.2 0.0 -0.1 -1.04
C 0.681822 0.381078 6.931109 0.0 0.0 0.1 -0.79
H -2.827268 2.343096 5.707222 0.2 0.0 0.0 0.42
H -3.715409 0.943256 6.295765 0.1 0.0 0.1 0.18
H -2.392536 1.143165 3.540430 0.0 0.0 0.0 0.33
H -4.122773 1.195431 3.883179 0.0 0.0 0.1 0.40
H -3.193824 -0.289458 4.171545 -0.1 0.0 0.0 0.24
H 0.442881 0.794360 7.906849 0.0 0.0 0.0 0.34
H 1.722972 0.571922 6.682829 0.0 0.0 -0.1 0.38
H 0.479383 -0.685172 6.892717 0.0 -0.1 0.0 0.13
O -4.351687 -0.103131 9.725642 -0.1 0.2 0.0 -0.68
S -5.004986 -0.968484 8.792628 0.2 -0.4 0.0 1.22
O -5.910141 -0.428129 7.825031 0.0 0.2 0.0 -0.63
O -5.737141 -2.124188 9.609785 0.0 -0.1 -0.1 -0.27
C -6.647703 -1.729989 10.655954 -0.3 0.2 0.3 -0.35
C -7.963727 -1.193989 10.127288 0.1 0.1 -0.2 -0.99
C -3.818539 -1.977529 7.977965 0.0 0.0 0.0 -0.69
H -6.154359 -1.008757 11.309599 0.1 0.0 -0.1 0.34
H -6.815060 -2.636870 11.233190 0.1 -0.1 -0.1 0.27
H -7.825984 -0.259475 9.586977 0.0 0.0 0.0 0.31
H -8.647524 -1.010586 10.956503 0.0 -0.1 0.0 0.38
H -8.419913 -1.908147 9.442295 0.0 0.0 0.0 0.26
H -3.151262 -2.408091 8.718210 0.0 0.0 0.0 0.33
H -3.261560 -1.334193 7.298669 0.0 0.0 0.0 0.12
H -4.337324 -2.751353 7.419626 0.0 0.0 0.0 0.38
O 1.372930 -3.506090 6.859998 -0.1 0.1 0.3 -0.67
S 0.298338 -4.256758 6.286166 0.1 -0.2 -0.6 1.25
O -1.035529 -4.098363 6.781249 -0.1 0.1 0.2 -0.59
O 0.689286 -5.798752 6.303230 -0.1 0.0 -0.1 -0.28
C 1.072520 -6.381755 7.566127 0.1 -0.2 0.4 -0.37
C -0.103677 -6.615003 8.493828 -0.1 0.1 -0.1 -0.95
C 0.287889 -4.034299 4.542499 0.0 0.0 0.0 -0.96
H 1.835481 -5.757494 8.033793 0.0 0.1 -0.1 0.33
H 1.538276 -7.328750 7.302901 0.0 0.0 -0.2 0.28
H -0.555488 -5.676535 8.809541 0.0 0.0 0.0 0.27
H 0.228893 -7.149212 9.384064 0.1 0.0 0.0 0.39
H -0.874005 -7.202202 7.994609 0.0 0.0 0.0 0.26
H 1.294518 -4.176243 4.161006 0.0 0.0 0.0 0.33
H -0.048011 -3.015256 4.357168 0.0 0.0 0.0 0.35
H -0.405924 -4.745582 4.103546 0.0 0.0 0.0 0.37
O 4.202221 -0.197357 -9.084312 -0.1 0.2 -0.1 -0.64
S 3.733911 -1.412926 -9.671326 0.0 -0.4 0.2 1.29
O 2.947104 -1.369790 -10.866192 0.0 0.1 -0.1 -0.62
O 2.980889 -2.266036 -8.567747 0.1 -0.1 -0.1 -0.26
C 1.930943 -1.616184 -7.807541 -0.4 0.3 0.3 -0.45
C 0.674736 -1.382066 -8.618369 0.0 0.0 -0.2 -0.82
C 5.083232 -2.515391 -9.917565 0.1 0.0 0.0 -1.00
H 2.313188 -0.684882 -7.388485 0.1 0.0 -0.1 0.39
H 1.732260 -2.289102 -6.977290 0.1 -0.1 0.0 0.27
H 0.853782 -0.666706 -9.419660 0.0 0.0 0.0 0.22
H -0.107835 -0.977714 -7.977305 0.1 0.0 0.1 0.30
H 0.325362 -2.308414 -9.075954 0.0 0.0 0.0 0.32
H 5.668416 -2.565678 -9.004190 0.0 0.0 0.0 0.32
H 5.677923 -2.106359 -10.730795 0.0 0.0 0.0 0.37
H 4.691641 -3.490924 -10.190959 0.0 0.0 0.0 0.31

93
Properties=species:S:1:pos:R:3:forces:R:3:mulliken_charge:R:1 method="wB97M-V/def2-TZVPD" charge=0
C -4.425620 2.824145 9.953749 0.5 1.2 0.5 -0.88
C -4.431855 3.392109 8.408353 -0.9 0.0 0.1 -0.24
C -4.713225 2.254129 7.260602 0.0 0.1 0.2 -0.70
C -3.778997 0.907927 7.378024 -1.0 -0.3 -1.0 -0.54
C -2.234063 1.087242 6.865835 -1.1 0.1 -1.7 -0.09
P -0.899484 0.940707 8.223506 -1.0 -1.1 -1.9 0.36
N 0.292354 0.833389 9.593974 -4.8 -1.6 8.9 -0.62
C -0.545649 0.672202 10.705257 -0.6 0.5 1.0 0.67
O -1.445643 0.579372 11.723520 7.1 0.7 -8.1 -0.51
B -0.535316 2.829694 8.197758 1.1 4.6 0.7 0.70
O -0.746772 3.659694 9.435613 -1.6 -2.5 -3.1 -0.57
O -0.000623 3.579953 7.024318 -2.5 -1.6 1.8 -0.54
H -4.029550 3.726879 10.627200 -0.9 -1.9 -1.3 0.28
H -5.504816 2.568896 10.373026 2.3 0.3 -1.1 0.29
H -3.680233 1.939258 10.144811 -1.6 1.5 -0.5 0.14
H -5.326336 4.177430 8.353512 2.0 -1.6 0.0 0.31
H -3.454172 3.999048 8.165891 -1.7 -1.3 0.6 0.16
H -5.857396 1.927125 7.346720 2.5 0.7 -0.3 0.31
H -4.525133 2.759992 6.211908 -0.5 -1.1 2.0 0.27
H -3.904809 0.494956 8.465026 0.6 0.7 -1.9 0.34
H -4.281461 0.096009 6.661415 1.0 1.7 1.6 0.26
H -2.135789 2.141453 6.345987 -0.3 -2.0 0.8 0.07
H -1.955300 0.294427 6.018671 -0.9 1.7 1.7 -0.03
H -1.830375 0.264357 9.089711 -0.1 0.2 -0.8 -0.03
H -0.052676 0.086107 7.379297 -0.6 0.9 0.9 -0.02
H -1.651580 3.371184 9.757796 1.5 0.4 0.1 0.27
H -0.789805 4.001476 6.573522 1.4 -0.5 0.7 0.32
C -1.987970 -3.211811 3.562685 0.1 -0.1 0.0 -1.39
C -1.625248 -2.112799 2.567394 0.1 0.1 0.3 -0.23
N -0.719646 -1.095104 3.112248 -0.1 0.3 0.1 0.44
C -0.611183 0.093321 2.265636 -0.1 0.1 0.2 -1.04
C 0.001720 -0.077747 0.878762 0.2 0.1 -0.2 -0.61
C 0.542424 -1.584415 3.670935 -0.2 -0.1 0.3 -0.77
C 1.458893 -2.388551 2.755016 0.3 -0.1 -0.1 -1.14
H -2.400239 -2.791067 4.485607 0.1 0.0 -0.1 0.24
H -2.748115 -3.869970 3.128308 0.1 0.1 0.0 0.44
H -1.124724 -3.834993 3.817419 -0.1 0.1 0.0 0.31
H -2.565771 -1.629289 2.275856 0.3 0.2 0.0 0.44
H -1.217234 -2.575818 1.662060 0.0 -0.1 -0.1 0.11
H -0.051167 0.873193 2.802611 0.0 -0.3 0.0 0.31
H -1.616296 0.512968 2.140256 0.0 -0.2 0.1 0.46
H 1.085091 -0.208318 0.929962 -0.1 -0.1 -0.1 0.19
H -0.183579 0.822722 0.281631 0.0 -0.1 0.1 0.48
H -0.430049 -0.922127 0.334980 0.1 0.0 0.1 0.09
H 0.314076 -2.203027 4.547104 -0.1 0.0 -0.1 0.40
H 1.110790 -0.739971 4.083919 -0.3 0.0 -0.2 0.36
H 0.920982 -3.148289 2.181298 0.0 0.1 0.0 0.24
H 2.209512 -2.909580 3.355756 0.0 0.0 0.0 0.39
H 2.003491 -1.743926 2.062453 -0.1 -0.1 0.0 0.28
C -1.399733 -2.735981 -2.449492 0.0 -0.1 -0.1 -1.64
C -0.773055 -1.403310 -2.851069 0.2 -0.2 0.0 -0.36
N 0.658716 -1.490680 -3.159426 0.2 0.1 0.1 0.22
C 1.309022 -0.183468 -3.255157 0.1 0.0 0.2 -0.66
C 0.862736 0.749949 -4.376716 0.1 0.2 -0.2 -0.38
C 1.040767 -2.458185 -4.190129 -0.1 -0.2 0.3 -0.76
C 0.411995 -2.308364 -5.571310 0.0 0.0 -0.3 -0.49
H -0.858422 -3.193582 -1.615010 0.0 0.1 -0.1 0.33
H -2.434741 -2.577645 -2.127989 0.1 0.0 -0.1 0.43
H -1.422509 -3.445579 -3.282792 0.0 0.0 0.1 0.39
H -0.910833 -0.722257 -2.002222 0.3 0.1 -0.2 0.45
H -1.342847 -0.981797 -3.686626 -0.2 0.1 -0.1 0.29
H 2.397851 -0.322724 -3.327399 -0.2 -0.2 0.0 0.45
H 1.160844 0.339302 -2.302882 -0.1 -0.2 0.0 0.14
H 1.245891 0.426294 -5.347180 -0.1 0.0 0.1 -0.38
H 1.258560 1.756230 -4.196525 0.0 -0.1 0.0 0.47
H -0.225406 0.835505 -4.437782 0.1 0.0 0.0 0.28
H 0.808163 -3.464230 -3.820985 -0.1 0.2 0.1 0.34
H 2.133761 -2.462554 -4.299803 -0.2 0.2 0.2 0.35
H -0.666341 -2.132450 -5.527179 0.1 0.0 0.0 0.27
H 0.565630 -3.227199 -6.143957 0.0 0.0 0.0 0.41
H 0.877593 -1.501946 -6.141117 -0.2 0.0 0.0 -0.16
C 3.753900 1.228848 -11.413729 -0.1 -0.1 0.0 -1.40
C 4.040577 1.333825 -9.918138 -0.3 0.0 -0.1 -0.34
N 2.879990 1.039513 -9.070136 -0.1 0.1 0.2 0.12
C 3.075634 1.422093 -7.671486 -0.2 0.2 -0.1 -0.73
C 4.159759 0.693946 -6.882303 0.1 -0.1 0.3 -0.91
C 2.237231 -0.259238 -9.281044 -0.1 0.2 -0.3 -0.71
C 3.094425 -1.509704 -9.116690 0.0 -0.3 0.1 -0.94
H 2.904650 1.857776 -11.700087 0.1 -0.1 0.1 0.33
H 4.625881 1.567402 -11.983558 -0.1 -0.1 0.1 0.43
H 3.545027 0.198639 -11.719477 0.0 0.1 0.0 0.29
H 4.362381 2.365714 -9.731039 -0.1 -0.1 0.3 0.44
H 4.893744 0.690671 -9.675334 0.2 0.0 0.0 0.28
H 2.122801 1.324424 -7.130442 0.1 -0.1 -0.3 0.34
H 3.300450 2.494777 -7.641830 0.0 -0.1 -0.2 0.39
H 3.854212 -0.321466 -6.619736 0.1 0.0 -0.1 0.08
H 4.348048 1.224168 -5.941475 0.0 -0.1 -0.1 0.41
H 5.108106 0.647967 -7.424173 -0.1 0.0 0.0 0.35
H 1.811559 -0.272543 -10.291551 0.1 0.1 0.1 0.38
H 1.361297 -0.344310 -8.623635 0.2 0.2 0.0 0.34
H 4.063893 -1.425234 -9.615388 -0.1 0.0 0.1 0.29
H 2.578297 -2.366710 -9.558212 0.0 0.0 0.0 0.38
H 3.259062 -1.750450 -8.064690 0.1 0.0 -0.1 0.19

Number 1: largest force on an atom 0.04898 Eh/bohr, Kohn-Sham gap 5.0 eV, HOMO level -3.40 eV. Number 2: largest force on an atom 0.21038 Eh/bohr, Kohn-Sham gap 8.1 eV, HOMO level -8.17 eV.